# C43H109BeCl3N7O7

A molecular structure, C43H109BeCl3N7O7 (wB97M-V/def2-TZVPD, the Open Molecules 2025 dataset).

Geometry as ORCA input:
```
! wB97M-V def2-TZVPD RIJCOSX def2/J DEFGRID3
* xyz 5 1
Be 13.89086 14.26426 15.43575
C 13.58660 20.34669 16.38234
N 12.35045 20.39635 17.19071
C 11.35170 21.12465 16.37767
C 11.83872 19.02271 17.45058
C 12.68343 21.16381 18.46725
C 11.71958 21.04768 19.62188
O 10.33978 21.37768 19.29638
H 14.18977 19.53618 16.77800
H 14.03986 21.30582 16.46886
H 13.24172 20.25046 15.37182
H 11.07318 20.52297 15.52650
H 11.78448 22.10611 16.13854
H 10.52486 21.25945 17.06586
H 10.88131 19.17410 17.90972
H 12.54297 18.42515 18.02896
H 11.70798 18.54240 16.47046
H 12.75073 22.17996 18.12171
H 13.64508 20.79836 18.80509
H 12.09030 21.74160 20.40645
H 11.77613 20.04622 20.06905
H 10.08557 22.12973 19.85633
C 17.16012 12.07891 12.53780
N 17.90374 11.80946 13.82533
C 19.23778 12.48436 13.83212
C 17.07067 12.44558 14.86276
C 18.14695 10.31998 13.93984
C 18.55830 9.85959 15.34365
O 19.75368 10.51574 15.76844
H 17.01078 13.14513 12.37123
H 16.22739 11.50185 12.59930
H 17.75700 11.77631 11.69308
H 19.01572 13.52228 13.57890
H 19.88085 11.91648 13.13281
H 19.63269 12.46756 14.82259
H 16.99403 13.47923 14.50642
H 17.56358 12.29021 15.81632
H 16.10092 11.98971 14.89062
H 18.91322 10.04340 13.17311
H 17.17141 9.87603 13.63400
H 18.80185 8.79005 15.24112
H 17.79234 9.96757 16.07699
H 20.47584 9.89604 15.79312
C 10.29013 13.02834 20.85843
N 9.21757 13.36902 19.78823
C 9.45853 12.51978 18.60378
C 7.92728 12.95970 20.41082
C 9.21910 14.79942 19.43960
C 10.54356 15.38588 18.90724
O 11.54413 15.38118 19.92328
H 11.27560 13.17466 20.39035
H 10.15373 11.97984 20.99425
H 10.11954 13.63984 21.74004
H 10.39914 12.70332 18.06289
H 8.64948 12.62618 17.90002
H 9.50049 11.45600 18.90815
H 8.00581 11.90154 20.70032
H 7.10707 13.03224 19.68792
H 7.82831 13.65540 21.23467
H 8.98959 15.33250 20.33957
H 8.42888 14.99929 18.73815
H 10.25843 16.42839 18.70441
H 10.87473 14.83532 18.02486
H 12.22511 15.98102 19.53596
C 7.46730 16.16380 13.13870
N 7.70415 14.67005 13.01380
C 8.36213 14.46806 11.66908
C 8.67532 14.25174 14.00957
C 6.40397 13.95560 13.15875
C 6.53074 12.52848 13.54516
O 7.28505 11.88822 12.53413
H 8.45801 16.62538 13.19095
H 6.92404 16.39148 14.03642
H 6.86816 16.42957 12.28238
H 7.63314 14.58183 10.90830
H 8.69325 13.42875 11.63475
H 9.29795 15.01517 11.68644
H 9.54540 14.88878 13.90130
H 8.89053 13.17097 13.91599
H 8.24239 14.32349 15.02151
H 5.86089 13.92857 12.21510
H 5.69337 14.44934 13.84938
H 5.51068 12.14680 13.47916
H 6.92433 12.34386 14.54440
H 7.11689 10.95774 12.57843
C 12.91503 9.97731 9.99218
N 12.40251 9.30732 8.72617
C 13.48952 9.35010 7.70523
C 12.10839 7.87115 9.02391
C 11.15649 10.08357 8.30346
C 10.20402 9.33540 7.32880
O 9.14799 8.79770 8.16621
H 12.20347 9.69241 10.77167
H 12.92970 11.04006 9.83147
H 13.90357 9.64291 10.10011
H 13.71038 10.34171 7.33333
H 13.21704 8.67690 6.89951
H 14.36362 8.94939 8.20329
H 12.92118 7.51001 9.69447
H 12.03618 7.24647 8.12752
H 11.09715 7.77008 9.44737
H 11.53531 11.05199 7.88971
H 10.58553 10.27351 9.20842
H 10.69848 8.56513 6.70538
H 9.74582 9.97488 6.57561
H 8.65605 8.18065 7.60065
C 9.81275 18.91967 8.94540
C 10.62702 20.14427 9.28886
C 11.77404 19.80886 10.24840
N 12.72489 20.92848 10.73518
C 12.01048 21.99508 11.53248
C 13.44187 21.49274 9.56636
C 14.69706 22.14690 10.16569
C 15.07888 21.25750 11.34199
C 13.86760 20.29043 11.62022
H 10.31089 18.29752 8.20073
H 8.90014 19.25261 8.49727
H 9.66616 18.29126 9.84156
H 9.95309 20.86635 9.73025
H 11.03793 20.65241 8.44528
H 12.45004 19.02485 9.82040
H 11.37844 19.26244 11.15281
H 12.81243 22.72419 11.76002
H 11.61683 21.53248 12.43000
H 11.23560 22.48182 10.92072
H 12.82807 22.16222 8.97464
H 13.66749 20.68938 8.82476
H 14.54905 23.20017 10.39661
H 15.51027 22.15001 9.42471
H 15.34887 21.81261 12.23881
H 15.92345 20.61790 11.18201
H 13.52036 20.25499 12.68180
H 14.15145 19.35451 11.19125
C 18.75192 12.26152 23.65657
C 17.64837 13.12019 23.01582
C 18.07576 13.70133 21.72994
N 16.87478 14.45207 21.05474
C 16.39037 15.50279 21.89084
C 15.75434 13.51782 20.60934
C 15.02130 14.24992 19.43709
C 16.11776 15.13250 18.83743
C 17.30088 15.02927 19.74111
H 18.92989 11.37812 23.04907
H 18.47863 11.94638 24.68135
H 19.69900 12.85189 23.75277
H 17.36057 13.92483 23.70527
H 16.79754 12.45345 22.87084
H 18.43402 12.96619 21.00829
H 18.84502 14.45066 21.80011
H 15.79710 16.15103 21.30437
H 17.24485 16.15337 22.12685
H 15.89275 15.17682 22.81329
H 15.13737 13.36363 21.47405
H 16.11442 12.56669 20.23872
H 14.17528 14.79105 19.78921
H 14.72449 13.47851 18.71085
H 15.73035 16.13786 18.66072
H 16.39448 14.77527 17.84852
H 17.80001 15.96654 19.96642
H 18.05079 14.32958 19.29769
C 12.58658 11.28781 17.23306
C 12.99074 12.63974 16.77204
O 14.14758 13.04667 16.41804
O 12.03303 13.44428 16.63304
H 12.26850 11.37416 18.29055
H 13.23417 10.40825 17.04439
H 11.63889 11.05760 16.71176
Cl 12.72022 13.54680 13.96767
Cl 14.30481 15.78058 16.17044
Cl 11.16482 16.28043 14.26788
*
```

Computed properties:
relative energy (zero: lowest compared OMol25 entry of this formula, charge and spin)	0.000	eV
total energy	-4007.4330	a.u.
frontier orbital gap	7.1	eV
LUMO energy	-8.220	eV
E_HOMO	-15.322	eV

# C4H4N2O2

A single C4H4N2O2 molecule (wB97M-V/def2-TZVPD, the Open Molecules 2025 dataset).

Geometry as ORCA input:
```
! wB97M-V def2-TZVPD RIJCOSX def2/J DEFGRID3
* xyz 0 1
O -2.56856 -0.50977 0.91331
C -2.11467 0.42365 0.27779
C -1.19197 0.43305 -0.89593
C 0.24499 0.82299 -0.53799
N 0.39306 1.95734 0.37935
N -0.66101 2.48618 0.67499
C -1.88398 2.12960 0.21553
O -2.72895 2.87134 -0.20086
H -1.66332 1.11514 -1.66208
H -0.99460 -0.51886 -1.43218
H 0.79549 -0.04886 -0.37667
H 0.73859 1.35345 -1.48802
*
```

Computed properties:
relative energy (zero: lowest compared OMol25 entry of this formula, charge and spin)	4.751	eV
total energy	-414.6716	a.u.
SMILES string	O=C1CCN=NC1=O
frontier orbital gap	8.3	eV
LUMO energy	-0.750	eV
E_HOMO	-9.072	eV

# C25H34N4O4S

A single C25H34N4O4S molecule (wB97M-V/def2-TZVPD, the Open Molecules 2025 dataset).

Geometry as ORCA input:
```
! wB97M-V def2-TZVPD RIJCOSX def2/J DEFGRID3
* xyz 0 1
C -2.43828 -4.58739 1.26174
C -1.42638 -3.46328 1.41764
O -2.07852 -2.25138 1.07839
C -1.33643 -1.10229 1.03565
C -0.00224 -1.01241 1.39163
C 0.67398 0.19580 1.28980
N 2.02144 0.35194 1.62676
C 3.05963 -0.50597 1.45365
S 2.89982 -2.08777 1.00896
N 4.27567 0.01584 1.75685
C 5.49499 -0.49526 1.18106
C 6.14505 0.50776 0.21925
C 5.13370 1.20171 -0.70524
N 4.13102 0.29312 -1.22295
C 4.64897 -0.60340 -2.24208
C 3.55215 -1.58789 -2.64750
O 2.41624 -0.91446 -3.13979
C 1.91420 -0.04427 -2.15479
C 2.96482 0.98672 -1.74275
C -0.00476 1.34673 0.85667
O 0.76139 2.48853 0.78197
C 0.13516 3.72022 0.47034
C -0.66778 4.29074 1.63396
C -1.34343 1.26179 0.51884
C -2.01419 0.04879 0.59988
N -3.35925 -0.09974 0.26195
C -4.26226 0.84907 -0.10467
O -4.01876 2.04006 -0.17721
C -5.62145 0.30440 -0.39697
C -5.83378 -0.96870 -0.91899
C -7.12038 -1.40235 -1.18446
C -8.20340 -0.57692 -0.92995
C -7.99783 0.69607 -0.42388
C -6.71352 1.13658 -0.16678
H -2.78685 -4.63694 0.23345
H -3.29259 -4.41515 1.91157
H -1.97651 -5.53430 1.52472
H -0.56787 -3.62549 0.75434
H -1.06687 -3.41596 2.45390
H 0.53850 -1.87384 1.73876
H 2.26227 1.33258 1.72337
H 4.30262 0.99376 2.01259
H 5.22650 -1.41255 0.65310
H 6.20185 -0.74693 1.97931
H 6.89383 -0.02376 -0.36822
H 6.66489 1.28404 0.78635
H 4.60452 1.97611 -0.14068
H 5.68549 1.71357 -1.51528
H 5.49593 -1.15915 -1.83863
H 4.98426 -0.04004 -3.13302
H 3.89802 -2.23948 -3.45167
H 3.27609 -2.19314 -1.77284
H 1.04081 0.44832 -2.58583
H 1.60768 -0.61991 -1.26979
H 2.54909 1.63218 -0.96545
H 3.22342 1.60961 -2.61885
H 0.96850 4.38711 0.22792
H -0.49321 3.61419 -0.42045
H -0.03283 4.39680 2.51077
H -1.05688 5.26688 1.35928
H -1.50080 3.63988 1.88454
H -1.89963 2.11630 0.17637
H -3.68033 -1.05345 0.36219
H -5.00015 -1.61637 -1.15136
H -7.27892 -2.38861 -1.59558
H -9.20554 -0.92338 -1.13505
H -8.83933 1.34569 -0.23404
H -6.53153 2.12908 0.21722
*
```

Computed properties:
relative energy (zero: lowest compared OMol25 entry of this formula, charge and spin)	2.671	eV
total energy	-1891.2274	a.u.
SMILES string	CCOc1cc(NC(=S)NCCCN2CCOCC2)c(OCC)cc1NC(=O)c1ccccc1
frontier orbital gap	8.0	eV
LUMO energy	0.594	eV
E_HOMO	-7.418	eV

# C8H14F18MgN2OP3

A molecular structure, C8H14F18MgN2OP3 (wB97M-V/def2-TZVPD, the Open Molecules 2025 dataset).

Geometry as ORCA input:
```
! wB97M-V def2-TZVPD RIJCOSX def2/J DEFGRID3
* xyz -1 1
Mg -13.19407 1.18516 2.81987
P -12.41234 -0.45168 8.54810
F -12.83471 0.88468 9.41384
F -11.01021 0.33040 8.30029
F -12.03646 -1.12133 10.04267
F -11.93863 -1.88482 7.80778
F -13.92786 -0.88102 8.52466
F -12.72976 0.20316 7.11232
P -16.46609 -4.27208 2.43583
F -15.22968 -4.60875 1.42966
F -17.26393 -3.80587 1.09176
F -16.96827 -5.80551 2.04165
F -17.78058 -4.04736 3.33921
F -15.67206 -4.86025 3.71544
F -15.86834 -2.72101 2.73556
P -18.37490 4.40131 2.12100
F -19.58755 3.51235 2.86268
F -18.42753 5.63246 3.16348
F -17.13898 3.60791 2.94685
F -17.27708 5.24221 1.29108
F -18.21473 3.34674 0.98276
F -19.38637 5.25248 1.24450
C -13.87085 2.31840 -4.85288
C -13.70006 2.01153 -3.40803
N -13.64252 1.74869 -2.26680
H -12.87665 2.29216 -5.29892
H -14.19597 3.33805 -5.05955
H -14.60388 1.55405 -5.11086
C -6.36299 -3.28672 3.10417
C -7.66401 -2.47630 2.99180
N -8.66632 -1.87632 2.90819
H -6.33682 -4.17239 2.46934
H -6.19846 -3.75692 4.07368
H -5.46844 -2.69071 2.92347
C -10.48551 7.33982 3.15694
C -9.47127 6.79499 2.11825
C -9.67170 5.31394 2.05951
O -10.74141 5.03313 2.95839
C -10.87910 6.13817 3.92042
H -11.32537 7.82157 2.65628
H -10.10349 8.06667 3.87376
H -8.44836 6.97596 2.44841
H -9.48489 7.36303 1.18806
H -8.74900 4.80469 2.33771
H -9.91659 4.98247 1.05042
H -10.11206 5.89503 4.65570
H -11.89876 6.12703 4.30549
*
```

Computed properties:
relative energy (zero: lowest compared OMol25 entry of this formula, charge and spin)	14.286	eV
total energy	-3520.0872	a.u.
frontier orbital gap	2.1	eV
LUMO energy	-6.816	eV
E_HOMO	-8.911	eV